(1)
The following is a DFT calculation (wB97M-V/def2-TZVPD) of C2H5N3OS2 in the gas phase.

ORCA input file:
```
! RIJCOSX wB97M-V def2-TZVPD def2/J DEFGRID3
* xyz 0 1
N 0.8660 1.3019 1.8196
N 1.1654 0.7613 0.5702
C 0.2441 -0.0423 -0.0959
N 0.5210 -0.8408 -1.0589
O 1.9586 -0.9989 -1.1327
S -1.4349 0.3072 0.3198
C -2.4137 -0.6085 -0.7705
S -3.9901 -0.5538 -0.7375
H 0.2511 0.6886 2.3873
H 0.4555 2.1961 1.7366
H 2.1683 0.5361 0.3811
H 2.0226 -1.5435 -1.9394
H -1.8138 -1.2035 -1.4795
*
```

Values from the calculation:
- Energy relative to the best compared isomer or geometry (same formula, charge and spin): 72.3 kcal/mol
- SMILES: NN/C(=N\O)SC=S
- E_HOMO: -8.86 eV
- Frontier orbital gap: 8.44 eV

***

(2)
The following is a DFT calculation (wB97M-V/def2-TZVPD) of a molecular structure, C2H5N5O.

ORCA input file:
```
! RIJCOSX wB97M-V def2-TZVPD def2/J DEFGRID3
* xyz 0 1
C -1.8600 1.2549 0.8351
C -0.5205 -0.3551 -0.2845
H -2.0814 1.9709 -0.1881
H -2.1660 2.0097 2.0207
H -2.5760 0.0603 1.0323
H 2.0496 -2.1363 -0.0050
H -1.1522 -2.0040 -0.7965
N -0.4415 0.8715 0.3381
N 0.7674 1.4819 0.4041
N 1.6386 0.5779 0.0160
N 0.9316 -0.6077 -0.1261
N -1.5763 -1.0150 -0.7309
O 1.3712 -1.8075 -0.5845
*
```

Values from the calculation:
- Energy relative to the best compared isomer or geometry (same formula, charge and spin): 172.4 kcal/mol
- E_HOMO: -8.77 eV
- Frontier orbital gap: 9.33 eV

***

no.,F_max (eV Å⁻¹)
1,2.07
2,5.05